Record 1
The following is a quantum chemistry calculation of C19H41AlBN2O3S3 as an isolated structure at a distorted geometry, from OMol25.

Structure (ORCA input):
```
! RIJCOSX wB97M-V def2-TZVPD def2/J DEFGRID3
* xyz -1 1
C -1.035 7.544 -3.152
C -1.034 6.357 -2.908
C -0.961 4.961 -2.445
Al -2.098 4.685 -0.760
C -1.620 5.876 0.825
C -0.118 6.125 1.084
N 0.658 6.515 -0.113
C -2.160 2.685 -0.298
C -2.122 1.774 -1.570
C -0.990 0.702 -1.455
C -1.557 -0.561 -0.794
N -0.559 -1.679 -0.790
C -1.110 -2.893 -1.445
C -1.108 -2.671 -2.969
C -1.024 -4.055 -3.682
C 0.425 -4.597 -3.587
C -0.218 -2.011 0.552
S -1.121 -2.929 1.562
S 1.339 -1.354 1.150
C 2.222 -2.778 1.883
C 3.685 -2.803 1.311
C 4.562 -1.977 2.278
B -4.101 5.199 -1.328
O -4.732 6.268 -0.703
O -4.796 4.482 -2.344
H -0.957 8.606 -3.174
H 0.075 4.669 -2.222
H -1.291 4.343 -3.296
H -2.194 6.815 0.777
H -2.000 5.359 1.731
H 0.393 5.287 1.577
H -0.044 6.973 1.805
H 0.639 7.508 -0.284
H 1.602 6.169 -0.012
H -1.365 2.383 0.409
H -3.117 2.465 0.208
H -3.085 1.282 -1.772
H -1.883 2.343 -2.482
H -0.542 0.479 -2.435
H -0.199 1.114 -0.813
H -2.449 -0.887 -1.349
H -1.903 -0.319 0.221
H -2.117 -3.135 -1.067
H -0.461 -3.725 -1.150
H -0.210 -2.101 -3.238
H -1.989 -2.105 -3.294
H -1.296 -3.935 -4.738
H -1.753 -4.707 -3.182
H 1.108 -3.786 -3.862
H 0.676 -4.904 -2.564
H 0.526 -5.472 -4.239
H 2.246 -2.616 2.966
H 1.733 -3.730 1.655
H 4.052 -3.831 1.242
H 3.672 -2.370 0.305
H 4.027 -1.046 2.517
H 4.704 -2.504 3.233
H 5.553 -1.748 1.871
H -5.540 6.524 -1.179
H -4.458 4.700 -3.217
C 3.892 -5.879 5.569
S 2.982 -6.339 4.085
O 3.536 -5.538 2.963
C 1.429 -5.570 4.571
H 4.917 -6.229 5.461
H 3.886 -4.795 5.684
H 3.434 -6.354 6.436
H 1.583 -4.506 4.750
H 1.050 -6.055 5.471
H 0.715 -5.702 3.759
*
```

Computed properties:
E_LUMO = 0.06265 Ha
HOMO energy = -3.9 eV
Frontier orbital gap = 0.204 hartree

Partial charges, natural (NBO), in e: atom 1 (C): -0.40, atom 2 (C): 0.06, atom 3 (C): -1.02, atom 4 (Al): 1.32, atom 5 (C): -0.97, atom 6 (C): -0.21, atom 7 (N): -0.85, atom 8 (C): -0.97, atom 9 (C): -0.39, atom 10 (C): -0.40, atom 11 (C): -0.22, atom 12 (N): -0.53, atom 13 (C): -0.21, atom 14 (C): -0.41, atom 15 (C): -0.39, atom 16 (C): -0.61, atom 17 (C): -0.05, atom 18 (S): -0.06, atom 19 (S): 0.25, atom 20 (C): -0.51, atom 21 (C): -0.41, atom 22 (C): -0.61, atom 23 (B): 0.60, atom 24 (O): -0.93, atom 25 (O): -0.99, atom 26 (H): 0.21, atom 27 (H): 0.24, atom 28 (H): 0.22, atom 29 (H): 0.21, atom 30 (H): 0.20, atom 31 (H): 0.17, atom 32 (H): 0.13, atom 33 (H): 0.35, atom 34 (H): 0.34, atom 35 (H): 0.19, atom 36 (H): 0.20, atom 37 (H): 0.18, atom 38 (H): 0.19, atom 39 (H): 0.19, atom 40 (H): 0.20, atom 41 (H): 0.19, atom 42 (H): 0.21, atom 43 (H): 0.19, atom 44 (H): 0.20, atom 45 (H): 0.21, atom 46 (H): 0.21, atom 47 (H): 0.20, atom 48 (H): 0.19, atom 49 (H): 0.21, atom 50 (H): 0.20, atom 51 (H): 0.20, atom 52 (H): 0.21, atom 53 (H): 0.24, atom 54 (H): 0.23, atom 55 (H): 0.21, atom 56 (H): 0.20, atom 57 (H): 0.20, atom 58 (H): 0.21, atom 59 (H): 0.46, atom 60 (H): 0.49, atom 61 (C): -0.83, atom 62 (S): 1.25, atom 63 (O): -0.99, atom 64 (C): -0.83, atom 65 (H): 0.24, atom 66 (H): 0.23, atom 67 (H): 0.23, atom 68 (H): 0.24, atom 69 (H): 0.23, atom 70 (H): 0.25


Record 2
The following is a quantum chemistry calculation of a 4-piece molecular cluster, C8H18O3 overall at a distorted geometry, from OMol25.

Structure (ORCA input):
```
! RIJCOSX wB97M-V def2-TZVPD def2/J DEFGRID3
* xyz 0 1
C 3.021 -0.647 -0.679
C 2.296 0.465 0.038
C 3.068 1.481 0.489
C 0.074 1.382 -0.746
C 0.728 0.460 0.025
C 0.032 -0.510 0.894
C -2.244 0.446 -1.138
C -1.349 1.394 -0.850
H 2.334 -1.577 -1.067
H 3.405 -0.215 -1.623
H 3.864 -1.086 -0.232
H 2.735 2.156 1.136
H 4.092 1.778 -0.019
H 0.669 2.142 -1.106
H -0.864 -1.008 0.668
H -0.121 -0.017 1.857
H 0.789 -1.368 1.186
H -1.845 -0.522 -1.379
H -3.244 0.689 -1.281
H -1.789 2.384 -0.571
H -3.282 -1.143 2.731
H -2.107 -1.974 3.312
O -2.282 -1.251 2.809
H 0.892 -1.342 -2.162
H 1.945 -0.986 -3.151
O 1.247 -1.735 -2.928
H -4.472 -0.136 0.729
H -3.456 0.678 1.440
O -4.135 0.061 1.620
*
```

Computed properties:
E_LUMO = 0.02195 Ha
HOMO energy = -8.8 eV
Structure (SMILES) = C=C/C=C(\C)C(=C)C.O.O.O
Frontier orbital gap = 0.347 hartree

Partial charges, natural (NBO), in e: atom 1 (C): -0.66, atom 2 (C): -0.01, atom 3 (C): -0.39, atom 4 (C): -0.27, atom 5 (C): 0.03, atom 6 (C): -0.68, atom 7 (C): -0.41, atom 8 (C): -0.19, atom 9 (H): 0.23, atom 10 (H): 0.21, atom 11 (H): 0.23, atom 12 (H): 0.18, atom 13 (H): 0.20, atom 14 (H): 0.22, atom 15 (H): 0.25, atom 16 (H): 0.25, atom 17 (H): 0.21, atom 18 (H): 0.20, atom 19 (H): 0.20, atom 20 (H): 0.19, atom 21 (H): 0.50, atom 22 (H): 0.46, atom 23 (O): -0.97, atom 24 (H): 0.46, atom 25 (H): 0.47, atom 26 (O): -0.92, atom 27 (H): 0.48, atom 28 (H): 0.48, atom 29 (O): -0.94


Record 3
The following is a quantum chemistry calculation of C35H55HgN4OP2S as an isolated structure at a distorted geometry, from OMol25.

Structure (ORCA input):
```
! RIJCOSX wB97M-V def2-TZVPD def2/J DEFGRID3
* xyz 1 1
C 2.598 -0.686 1.494
C 1.984 -1.414 -0.722
C 3.846 -1.278 1.409
C 3.246 -2.127 -0.760
C 4.147 -2.044 0.308
H 4.551 -1.106 2.208
H 3.441 -2.803 -1.606
H 5.122 -2.591 0.220
N 1.749 -0.696 0.452
P 0.378 0.170 3.015
P 0.143 -0.044 -2.341
C 2.201 0.059 2.750
H 2.652 -0.372 3.649
H 2.588 1.081 2.702
C -2.801 1.785 1.232
O -3.789 1.402 0.734
C 1.065 -1.466 -1.751
H 1.206 -2.273 -2.546
C -1.386 -0.636 -3.387
C 1.531 0.666 -3.459
C -0.085 -1.474 3.793
C 0.080 1.675 4.087
C -2.671 -0.499 -2.546
H -2.807 0.529 -2.185
H -3.519 -0.763 -3.192
H -2.690 -1.169 -1.689
C -1.575 0.257 -4.617
H -1.743 1.300 -4.324
H -0.736 0.200 -5.322
H -2.475 -0.084 -5.150
C -1.215 -2.100 -3.781
H -2.104 -2.387 -4.359
H -0.349 -2.275 -4.425
H -1.146 -2.733 -2.893
C 1.082 2.056 -3.928
H 0.771 2.664 -3.065
H 1.927 2.556 -4.418
H 0.244 2.018 -4.634
C 2.798 0.870 -2.608
H 2.549 1.401 -1.674
H 3.280 -0.082 -2.362
H 3.524 1.475 -3.175
C 1.805 -0.313 -4.621
H 1.498 -1.354 -4.419
H 1.319 0.011 -5.562
H 2.895 -0.345 -4.795
C -1.445 1.843 4.289
H -1.622 2.845 4.712
H -2.001 1.778 3.337
H -1.848 1.104 4.997
C 0.628 2.921 3.362
H 1.722 2.906 3.298
H 0.235 3.028 2.344
H 0.327 3.808 3.932
C 0.799 1.564 5.439
H 0.779 2.559 5.904
H 0.307 0.872 6.129
H 1.852 1.273 5.325
C 0.460 -2.631 2.929
H 0.116 -3.577 3.394
H 0.078 -2.588 1.898
H 1.576 -2.639 2.907
C -1.621 -1.587 3.868
H -2.083 -1.497 2.877
H -1.869 -2.578 4.276
H -2.061 -0.835 4.538
C 0.518 -1.643 5.199
H 1.601 -1.444 5.220
H 0.016 -1.028 5.957
H 0.373 -2.697 5.486
Hg -0.431 0.735 0.737
N -1.318 -1.457 0.190
C -0.875 -2.430 -0.418
C -0.852 -3.909 -0.655
C -1.965 -4.604 -0.162
C 0.223 -4.636 -1.219
C -2.069 -5.995 -0.282
H -2.774 -4.030 0.332
C 0.096 -6.036 -1.322
H 1.126 -4.089 -1.518
C -1.032 -6.713 -0.869
H -2.966 -6.478 0.101
H 0.920 -6.587 -1.749
H -1.085 -7.792 -0.958
S 0.814 2.599 -0.254
C -0.356 3.829 -0.618
N -1.501 4.054 0.020
C -2.301 5.262 -0.161
C -2.230 5.689 -1.612
C -0.795 5.808 -2.063
N -0.013 4.664 -1.619
H -1.755 3.425 0.792
H -1.906 6.070 0.478
H -3.324 5.044 0.163
H -2.721 6.662 -1.717
H -2.777 4.976 -2.239
H -0.338 6.719 -1.644
H -0.715 5.847 -3.156
H 0.951 4.555 -1.933
*
```

Computed properties:
E_LUMO (alpha / beta) = -0.12370 / -0.12369 Ha
HOMO energy (alpha / beta) = -8.4 / -8.4 eV
Frontier orbital gap (alpha / beta) = 0.185 / 0.185 hartree

Partial charges, Löwdin, in e: atom 1 (C): -0.38, atom 2 (C): -0.40, atom 3 (C): -0.08, atom 4 (C): -0.04, atom 5 (C): -0.07, atom 6 (H): 0.11, atom 7 (H): 0.11, atom 8 (H): 0.13, atom 9 (N): 0.05, atom 10 (P): 1.03, atom 11 (P): 1.05, atom 12 (C): -0.25, atom 13 (H): 0.09, atom 14 (H): 0.09, atom 15 (C): -0.01, atom 16 (O): 0.10, atom 17 (C): -0.37, atom 18 (H): 0.08, atom 19 (C): -0.67, atom 20 (C): -0.67, atom 21 (C): -0.67, atom 22 (C): -0.69, atom 23 (C): -0.12, atom 24 (H): 0.06, atom 25 (H): 0.09, atom 26 (H): 0.04, atom 27 (C): -0.10, atom 28 (H): 0.08, atom 29 (H): 0.06, atom 30 (H): 0.09, atom 31 (C): -0.09, atom 32 (H): 0.09, atom 33 (H): 0.07, atom 34 (H): 0.05, atom 35 (C): -0.12, atom 36 (H): 0.02, atom 37 (H): 0.09, atom 38 (H): 0.06, atom 39 (C): -0.11, atom 40 (H): 0.01, atom 41 (H): 0.07, atom 42 (H): 0.09, atom 43 (C): -0.08, atom 44 (H): 0.05, atom 45 (H): 0.08, atom 46 (H): 0.09, atom 47 (C): -0.09, atom 48 (H): 0.10, atom 49 (H): 0.01, atom 50 (H): 0.07, atom 51 (C): -0.11, atom 52 (H): 0.08, atom 53 (H): 0.00, atom 54 (H): 0.09, atom 55 (C): -0.08, atom 56 (H): 0.09, atom 57 (H): 0.07, atom 58 (H): 0.09, atom 59 (C): -0.08, atom 60 (H): 0.10, atom 61 (H): 0.05, atom 62 (H): 0.09, atom 63 (C): -0.09, atom 64 (H): 0.06, atom 65 (H): 0.10, atom 66 (H): 0.06, atom 67 (C): -0.08, atom 68 (H): 0.08, atom 69 (H): 0.07, atom 70 (H): 0.10, atom 71 (Hg): 0.70, atom 72 (N): 0.05, atom 73 (C): -0.17, atom 74 (C): -0.21, atom 75 (C): -0.04, atom 76 (C): -0.01, atom 77 (C): -0.07, atom 78 (H): 0.13, atom 79 (C): -0.06, atom 80 (H): 0.10, atom 81 (C): -0.07, atom 82 (H): 0.11, atom 83 (H): 0.10, atom 84 (H): 0.11, atom 85 (S): 0.66, atom 86 (C): -0.72, atom 87 (N): 0.01, atom 88 (C): -0.15, atom 89 (C): -0.16, atom 90 (C): -0.16, atom 91 (N): 0.01, atom 92 (H): 0.04, atom 93 (H): 0.14, atom 94 (H): 0.13, atom 95 (H): 0.13, atom 96 (H): 0.13, atom 97 (H): 0.13, atom 98 (H): 0.13, atom 99 (H): 0.13


Record 4
The following is a quantum chemistry calculation of a 2-piece molecular cluster, C5H13N3O overall at a distorted geometry, from OMol25.

Structure (ORCA input):
```
! RIJCOSX wB97M-V def2-TZVPD def2/J DEFGRID3
* xyz 0 1
C -0.130 1.883 1.765
N -0.274 0.736 0.892
N -1.133 -0.210 1.474
C -0.548 1.080 -0.503
C 0.316 1.720 -1.277
H -1.236 -1.002 0.826
H -2.073 0.179 1.621
H -1.561 0.871 -0.837
H 0.220 1.530 2.733
H 0.603 2.567 1.346
H -1.081 2.417 1.904
H 1.317 1.945 -0.950
H 0.043 2.058 -2.262
C 1.265 -2.168 0.052
N 0.884 -1.557 -1.202
C -0.403 -1.341 -1.535
O -1.360 -1.742 -0.898
H 1.604 -1.084 -1.721
H -0.510 -0.887 -2.535
H 2.167 -2.763 -0.091
H 0.451 -2.818 0.375
H 1.437 -1.413 0.825
*
```

Computed properties:
E_LUMO = 0.03048 Ha
HOMO energy = -8.0 eV
Structure (SMILES) = C=CN(C)N.CNC=O
Frontier orbital gap = 0.325 hartree

Partial charges, natural (NBO), in e: atom 1 (C): -0.40, atom 2 (N): -0.32, atom 3 (N): -0.68, atom 4 (C): -0.02, atom 5 (C): -0.48, atom 6 (H): 0.39, atom 7 (H): 0.32, atom 8 (H): 0.20, atom 9 (H): 0.21, atom 10 (H): 0.20, atom 11 (H): 0.16, atom 12 (H): 0.20, atom 13 (H): 0.21, atom 14 (C): -0.43, atom 15 (N): -0.60, atom 16 (C): 0.54, atom 17 (O): -0.66, atom 18 (H): 0.40, atom 19 (H): 0.13, atom 20 (H): 0.20, atom 21 (H): 0.23, atom 22 (H): 0.22


Record 5
The following is a quantum chemistry calculation of one molecule with the formula C3H3NO2 at a distorted geometry, from OMol25.

Structure (ORCA input):
```
! RIJCOSX wB97M-V def2-TZVPD def2/J DEFGRID3
* xyz 0 1
C 0.604 -0.545 0.413
O -0.745 -0.385 0.671
C -1.307 0.502 -0.242
O -2.474 0.742 -0.207
C -0.220 1.047 -1.204
N 0.814 0.391 -0.741
H 1.774 0.411 -1.051
H 1.213 -0.265 1.288
H 0.832 -1.588 0.139
*
```

Computed properties:
E_LUMO = 0.00184 Ha
HOMO energy = -9.6 eV
Frontier orbital gap = 0.355 hartree

Partial charges, natural (NBO), in e: atom 1 (C): 0.07, atom 2 (O): -0.49, atom 3 (C): 0.65, atom 4 (O): -0.50, atom 5 (C): 0.04, atom 6 (N): -0.55, atom 7 (H): 0.41, atom 8 (H): 0.19, atom 9 (H): 0.19


Values of relative energy (zero: lowest compared OMol25 entry of this formula, charge and spin), in order: 49.87 238.91 176.03 273.65 251.55, all in kJ/mol.